Model a:
The following is a DFT calculation (wB97M-V/def2-TZVPD) of a cluster of 2 separate species, C3H10NO2 in total.

Last column: natural (NBO) charge in e.
Cartesian coordinates (Å):
1 O -0.0332 1.7095 0.4440  -0.91
2 O 1.9534 3.0466 -0.3139  -1.06
3 N -1.4655 -2.8889 -0.3623  -0.87
4 C -0.3448 -1.9776 -0.1460  -0.21
5 C -0.7226 -0.6302 0.4627  -0.44
6 C 0.3693 0.4437 0.1326  -0.02
7 H -2.1000 -2.8463 -1.1392  0.36
8 H 1.3320 0.1742 0.5983  0.11
9 H 0.3926 0.3088 -0.9739  0.09
10 H -2.0820 -2.8787 0.4513  0.34
11 H 0.0769 -1.8615 -1.1439  0.18
12 H 2.3184 2.5782 -1.0713  0.43
13 H 1.1261 2.4232 -0.0256  0.50
14 H -1.5744 -0.2391 -0.0989  0.19
15 H -0.9935 -0.7718 1.5093  0.17
16 H 0.4692 -2.4371 0.4239  0.17

## Properties
HOMO: -3.26 eV
LUMO level: 4.021 eV
Kohn-Sham gap: 7.278 eV
total charge: -1

=====

Model b:
The following is a DFT calculation (wB97M-V/def2-TZVPD) of a cluster of 2 separate species, C3H10NO2 in total.

Last column: natural (NBO) charge in e.
Cartesian coordinates (Å):
1 O -0.6817 -3.4692 1.1738  -1.01
2 O -0.1535 -0.9336 1.5794  -0.99
3 N 0.5873 1.1699 -2.3188  -0.86
4 C -0.2725 0.9144 0.0235  -0.45
5 C -0.0053 0.3945 1.4786  0.01
6 C 0.9135 0.7324 -0.9140  -0.22
7 H 1.2182 -0.3126 -0.9174  0.20
8 H 1.6992 1.4091 -0.5900  0.16
9 H -0.6446 1.9487 -0.0012  0.16
10 H -0.7070 0.9995 2.1062  0.07
11 H -1.4391 -3.3849 0.5774  0.44
12 H -0.5857 -2.5178 1.4539  0.53
13 H 0.4281 0.3572 -2.8984  0.34
14 H 1.0001 0.7541 1.7942  0.08
15 H -0.2825 1.6850 -2.2498  0.34
16 H -1.0744 0.2533 -0.2975  0.19

## Properties
HOMO: -3.01 eV
LUMO level: 4.245 eV
Kohn-Sham gap: 7.254 eV
total charge: -1

=====

Relative energies in eV: model a 0.154; model b 0.000

=====

Model a:
The following is a DFT calculation (wB97M-V/def2-TZVPD) of a cluster of 2 separate species, C3H10NO2 in total.

Last column: natural (NBO) charge in e.
Cartesian coordinates (Å):
1 O -0.0834 0.1373 1.6646  -0.82
2 O 0.4245 0.4057 -0.8311  -0.93
3 N 2.5380 -0.1842 -1.9334  -0.89
4 C -2.0615 -0.5691 0.4742  -0.64
5 C 1.8037 0.4710 -0.8201  0.11
6 C -1.4945 0.1593 1.7134  -0.05
7 H 2.2740 -0.0189 0.1015  0.10
8 H 2.1900 1.4877 -0.8923  0.09
9 H -1.8562 -0.3783 2.6130  0.13
10 H -1.6203 -1.6060 0.3803  0.20
11 H -1.8396 1.2056 1.7521  0.13
12 H 0.1960 0.3499 0.6261  0.51
13 H 2.2063 -1.1296 -2.0773  0.33
14 H -1.7862 -0.0269 -0.4589  0.25
15 H 2.3127 0.2631 -2.8221  0.33
16 H -3.2035 -0.5664 0.5098  0.16

## Properties
HOMO: -3.55 eV
LUMO level: 4.382 eV
Kohn-Sham gap: 7.934 eV
total charge: -1

=====

Model b:
The following is a DFT calculation (wB97M-V/def2-TZVPD) of a structure of composition C3H10NO2.

Last column: natural (NBO) charge in e.
Cartesian coordinates (Å):
1 O -2.4339 -0.3003 -0.2353  -1.22
2 O -0.2202 -0.1885 -1.4329  -0.87
3 N -0.1961 0.3595 1.4986  -0.90
4 C 1.9251 -0.8746 0.5533  -0.66
5 C 0.3552 0.8913 -0.8040  -0.05
6 C 0.9713 0.4099 0.5235  -0.04
7 H 1.0586 1.2024 -1.6143  0.13
8 H -0.2830 1.6734 -0.7340  0.16
9 H 1.5177 1.2381 0.9302  0.15
10 H 2.6332 -0.5673 -0.2022  0.20
11 H -1.2435 -0.6483 -0.9571  0.51
12 H -0.0317 -0.4519 2.0809  0.32
13 H -2.9823 -0.6624 -1.0100  0.42
14 H -1.1847 0.1005 1.1460  0.43
15 H 2.4069 -1.3436 1.3736  0.20
16 H 1.2050 -1.7069 0.2063  0.22

## Properties
HOMO: -3.60 eV
LUMO level: 4.167 eV
Kohn-Sham gap: 7.768 eV
total charge: -1

=====

Relative energies in eV: model a 0.000; model b 1.452

=====

Model a:
The following is a DFT calculation (wB97M-V/def2-TZVPD) of a cluster of 2 separate species, C2H8 in total.

Last column: natural (NBO) charge in e.
Cartesian coordinates (Å):
1 C 0.7039 -0.1644 -2.5582  -0.85
2 C -0.6907 0.1551 2.5289  -0.85
3 H 0.2007 -0.9706 -2.0311  0.21
4 H -0.8044 0.9007 3.3155  0.21
5 H 0.2566 0.3029 2.0223  0.21
6 H 1.5981 0.1392 -2.0141  0.21
7 H -1.5734 0.2414 1.8987  0.21
8 H 0.0035 0.6713 -2.5628  0.21
9 H -0.7154 -0.8422 2.9606  0.21
10 H 1.0209 -0.4335 -3.5598  0.21

## Properties
HOMO: -13.12 eV
LUMO level: 1.047 eV
Kohn-Sham gap: 14.169 eV

=====

Model b:
The following is a DFT calculation (wB97M-V/def2-TZVPD) of a cluster of 2 separate species, C2H8 in total.

Last column: natural (NBO) charge in e.
Cartesian coordinates (Å):
1 C 1.1205 0.0529 0.2748  -0.83
2 C -1.1208 -0.0529 -0.2745  -0.82
3 H -1.2190 0.9937 0.0494  0.21
4 H 0.3198 0.1032 1.0273  0.21
5 H -0.3541 -0.1231 -1.0602  0.21
6 H 0.8161 0.6118 -0.6225  0.21
7 H 2.0397 0.4948 0.6870  0.20
8 H -2.0842 -0.4069 -0.6701  0.20
9 H -0.8250 -0.6760 0.5824  0.21
10 H 1.3070 -0.9974 0.0065  0.21

## Properties
HOMO: -11.09 eV
LUMO level: 1.027 eV
Kohn-Sham gap: 12.119 eV

=====

Relative energies in eV: model a 0.000; model b 1.905

=====

Model a:
The following is a DFT calculation (wB97M-V/def2-TZVPD) of an isolated molecule of H3OPS.

Last column: natural (NBO) charge in e.
Cartesian coordinates (Å):
1 S 1.7968 -0.1927 -0.0536  -0.34
2 P -0.3112 0.6192 0.0959  0.81
3 O -1.0859 -0.8715 0.0157  -1.03
4 H 1.8815 0.7027 0.9712  0.14
5 H -0.2981 0.8505 -1.2478  -0.09
6 H -1.9831 -1.1081 0.2186  0.51

## Properties
HOMO: -9.41 eV
LUMO level: 0.439 eV
Kohn-Sham gap: 9.850 eV

=====

Model b:
The following is a DFT calculation (wB97M-V/def2-TZVPD) of a cluster of 2 separate species, H3OPS in total.

Last column: natural (NBO) charge in e.
Cartesian coordinates (Å):
1 S 2.7819 0.3628 0.1985  -0.46
2 P -0.7706 1.2102 0.5075  0.90
3 O -1.5341 0.1612 -0.5416  -0.96
4 H -1.9720 -0.5909 0.0019  0.51
5 H 2.5990 0.1573 -1.0642  0.09
6 H -1.2074 2.2284 -0.4202  -0.08

## Properties
HOMO (alpha / beta): -8.17 / -8.17 eV
LUMO level (alpha / beta): -2.827 / -2.826 eV
Kohn-Sham gap (alpha / beta): 5.339 / 5.343 eV

=====

Relative energies in eV: model a 0.000; model b 3.156

=====

Model a:
The following is a DFT calculation (wB97M-V/def2-TZVPD) of a cluster of 4 separate species, C3H8NS in total.

Last column: natural (NBO) charge in e.
Cartesian coordinates (Å):
1 S 1.1795 0.4716 1.3041  -0.50
2 N -2.0200 -0.8101 0.2030  -0.79
3 C -1.2711 -0.7903 -1.4570  -0.39
4 C -0.2106 0.1663 -1.2649  0.10
5 C 0.9187 -0.1851 -0.3351  -0.60
6 H 1.9258 -0.2281 -1.3943  0.12
7 H -0.7854 -1.7425 -1.5951  0.19
8 H -2.0311 -0.5637 -2.2688  0.19
9 H -1.1184 -0.2980 0.6683  0.32
10 H 0.3713 3.0340 1.2383  0.04
11 H 0.8135 -1.3355 -0.3486  0.19
12 H -0.1838 0.8415 -2.1243  0.19
13 H 0.3221 3.3121 0.3559  -0.06

## Properties
HOMO: -3.12 eV
LUMO level: 2.771 eV
Kohn-Sham gap: 5.895 eV
total charge: -1

=====

Model b:
The following is a DFT calculation (wB97M-V/def2-TZVPD) of a cluster of 2 separate species, C3H8NS in total.

Last column: natural (NBO) charge in e.
Cartesian coordinates (Å):
1 S -0.1044 -1.5580 3.4820  -0.78
2 N -1.1129 -0.8127 -2.6101  -0.84
3 C 0.2198 0.1894 3.9934  -0.76
4 C 0.2639 -0.3033 -2.3998  0.03
5 C 0.5801 0.9939 -2.3346  -0.51
6 H 1.5778 1.3129 -2.4401  0.19
7 H -1.2500 -1.7385 -2.2678  0.38
8 H -0.0016 1.8320 -2.2139  0.19
9 H -1.8199 -0.1709 -2.6344  0.37
10 H -0.7116 0.7596 3.9465  0.17
11 H 0.7698 0.6248 3.1563  0.18
12 H 0.7020 0.0249 4.9541  0.20
13 H 0.8871 -1.1541 -2.6317  0.19

## Properties
HOMO: -1.85 eV
LUMO level: 3.440 eV
Kohn-Sham gap: 5.291 eV
total charge: -1

=====

Model c:
The following is a DFT calculation (wB97M-V/def2-TZVPD) of a cluster of 2 separate species, C3H8NS in total.

Last column: natural (NBO) charge in e.
Cartesian coordinates (Å):
1 S -0.0970 -0.4218 2.8321  -0.74
2 N -0.5433 -0.4904 -0.4998  -0.85
3 C -0.2887 -0.3950 -1.8271  0.05
4 C -1.2562 -0.3452 -2.7577  -0.62
5 C 1.4084 0.7427 2.6956  -0.75
6 H 0.8315 -0.1904 -2.0871  0.17
7 H 1.9350 0.8474 3.7106  0.19
8 H 1.0491 1.7702 2.3505  0.17
9 H -2.3038 -0.2695 -2.4469  0.18
10 H -0.1646 -0.1858 0.4346  0.46
11 H 1.9718 0.3017 1.8004  0.19
12 H -1.0376 -0.4196 -3.8303  0.19
13 H -1.5045 -0.9442 -0.3750  0.37

## Properties
HOMO: -2.56 eV
LUMO level: 3.959 eV
Kohn-Sham gap: 6.514 eV
total charge: -1

=====

Model d:
The following is a DFT calculation (wB97M-V/def2-TZVPD) of the ion C3H8NS with charge -1.

Last column: natural (NBO) charge in e.
Cartesian coordinates (Å):
1 S -0.6714 -1.9682 0.9609  -0.73
2 N 1.0841 1.5451 -0.6699  -0.64
3 C -0.4483 -0.2232 0.3433  -0.53
4 C 0.9093 0.1444 -0.2897  -0.23
5 C -0.0481 2.2628 -1.3627  -0.43
6 H 1.2688 2.1109 0.1503  0.33
7 H 1.0566 -0.5300 -1.1357  0.17
8 H -1.2051 0.0393 -0.4072  0.16
9 H -0.6617 2.6707 -0.5566  0.17
10 H -0.6034 1.6358 -2.0414  0.20
11 H 0.4735 3.1048 -1.8290  0.18
12 H -0.6004 0.4561 1.1913  0.16
13 H 1.7455 -0.0028 0.4055  0.18

## Properties
HOMO: -2.24 eV
LUMO level: 3.826 eV
Kohn-Sham gap: 6.068 eV
total charge: -1

=====

Relative energies in eV: model a 7.652; model b 1.186; model c 0.663; model d 0.000

=====

Model a:
The following is a DFT calculation (wB97M-V/def2-TZVPD) of a cluster of 2 separate species, C3H8NS in total.

Last column: natural (NBO) charge in e.
Cartesian coordinates (Å):
1 S 2.0893 0.9234 1.2948  -0.72
2 N -0.3013 -0.6534 -2.2800  -0.46
3 C 0.6894 -0.4897 -1.5132  -0.06
4 C -1.5993 -0.3008 -1.6991  -0.44
5 C 0.8562 0.5635 2.5782  -0.74
6 H 1.1091 -0.2760 3.2335  0.17
7 H -1.9428 0.6328 -2.1370  0.19
8 H 0.7786 1.4595 3.1944  0.18
9 H 0.6832 -0.0552 -0.4985  0.21
10 H -0.1518 0.2738 2.2401  0.16
11 H -2.3341 -1.0754 -1.9280  0.18
12 H 1.6657 -0.8121 -1.8746  0.15
13 H -1.5420 -0.1903 -0.6106  0.18

## Properties
HOMO: -2.35 eV
LUMO level: 4.024 eV
Kohn-Sham gap: 6.370 eV
total charge: -1

=====

Model b:
The following is a DFT calculation (wB97M-V/def2-TZVPD) of a cluster of 2 separate species, C3H8NS in total.

Last column: natural (NBO) charge in e.
Cartesian coordinates (Å):
1 S 1.5476 2.5317 1.2259  -0.74
2 N -0.3211 -2.2956 0.6544  -0.44
3 C -1.5755 -2.6067 -0.0021  -0.43
4 C 1.4134 3.0867 -0.4948  -0.74
5 C 0.0399 -1.0883 0.6869  -0.03
6 H 1.0412 -0.7485 0.9295  0.21
7 H 1.5177 4.1506 -0.7052  0.16
8 H -2.0945 -1.6786 -0.2871  0.16
9 H -2.1967 -3.2081 0.6618  0.19
10 H 2.1761 2.5345 -1.0452  0.17
11 H 0.4598 2.8217 -0.9719  0.16
12 H -0.6398 -0.3349 0.2601  0.13
13 H -1.3683 -3.1645 -0.9123  0.19

## Properties
HOMO: -2.14 eV
LUMO level: 3.611 eV
Kohn-Sham gap: 5.747 eV
total charge: -1

=====

Relative energies in eV: model a 0.000; model b 0.153